C6H11NO2 in the gas phase at a distorted geometry. Source: the Open Molecules 2025 dataset; level of theory: wB97M-V/def2-TZVPD.

XYZ file:
```
20
Properties=species:S:1:pos:R:3
C -0.15 1.53 -0.73
C 1.20 -1.51 -1.84
C -0.98 1.63 1.70
N 0.12 -0.64 -1.42
C 0.04 0.97 0.77
C -0.49 -0.77 0.28
C -0.08 -1.84 0.97
O 0.57 0.64 -1.55
O 1.25 0.91 1.13
H -1.20 1.55 -1.01
H 0.33 2.50 -0.83
H -1.55 -0.61 0.12
H 1.50 -1.22 -2.85
H 2.07 -1.42 -1.18
H 0.83 -2.53 -1.84
H -0.79 1.31 2.73
H -0.86 2.71 1.65
H -2.01 1.39 1.43
H 0.98 -2.02 1.13
H -0.77 -2.59 1.33
```

LUMO level (alpha / beta), eV: -1.13 / -1.14
Energy relative to the best compared isomer or geometry (same formula, charge and spin), kcal/mol: 159.8
Net charge: 0
Gap between HOMO and LUMO (alpha / beta), eV: 7.58 / 7.58
Electronic energy, Eh: -440.23252
F_max, eV/A: 3.222